Entry from the OMol25 dataset: one molecule with the formula C21H28ClFN4O (ωB97M-V with the def2-TZVPD basis set).

Element x y z (Å)
C: 4.01460 1.73539 2.64854
C: 3.63239 1.85972 1.21741
N: 3.20013 3.00461 0.71517
N: 2.93284 2.79133 -0.57162
C: 3.19718 1.50948 -0.90519
C: 3.65898 0.85817 0.22285
C: 4.04278 -0.58027 0.33016
N: 2.92695 -1.42618 -0.05687
C: 1.81924 -1.33138 0.87441
C: 0.57438 -1.97367 0.26228
C: 0.88444 -3.44558 -0.02725
C: 2.14426 -3.57859 -0.87838
C: 3.30251 -2.81197 -0.24532
H: 4.17312 -2.85147 -0.90613
H: 3.58046 -3.28905 0.71448
H: 1.96058 -3.18046 -1.87639
H: 2.41847 -4.63056 -0.97941
H: 0.03978 -3.92050 -0.53116
H: 1.03931 -3.96409 0.92243
C: 0.13960 -1.23043 -1.00599
H: 1.00428 -1.12005 -1.65951
H: -0.60960 -1.83241 -1.52684
C: -0.42741 0.16509 -0.72334
C: -1.55159 0.13417 0.29540
O: -1.47406 0.64202 1.39476
N: -2.65231 -0.53415 -0.12155
H: -2.70191 -0.87237 -1.06866
C: -3.84043 -0.66220 0.69668
C: -4.91153 0.30281 0.25767
C: -4.75495 1.66915 0.46095
C: -5.71770 2.56561 0.03426
C: -6.86046 2.11073 -0.60397
C: -7.03905 0.75627 -0.82123
C: -6.06147 -0.12251 -0.39265
F: -6.24101 -1.44614 -0.61903
H: -7.91743 0.37296 -1.31611
H: -7.61466 2.80877 -0.93350
H: -5.57919 3.62250 0.20314
H: -3.86385 2.01597 0.96219
H: -4.20549 -1.69123 0.64697
H: -3.53250 -0.42949 1.72016
H: 0.35510 0.81426 -0.33135
H: -0.79891 0.60075 -1.65436
H: -0.23663 -1.92171 0.99678
H: 1.62910 -0.28045 1.09451
H: 2.05679 -1.83567 1.83035
H: 4.39157 -0.79089 1.35646
H: 4.86987 -0.78683 -0.35830
Cl: 2.95691 0.93746 -2.49072
C: 2.42652 3.83460 -1.41398
H: 1.43990 3.56981 -1.79899
H: 3.10034 4.00816 -2.25484
H: 2.35417 4.73381 -0.80711
H: 3.87333 2.69423 3.13769
H: 3.39520 0.98796 3.14216
H: 5.05708 1.43450 2.74192

Properties
- Molecular weight: 406.93 g/mol
- Max |F|: 0.0163 Eh/bohr
- HOMO-LUMO gap: 0.33869 Ha
- Energy above the lowest of the compared OMol25 structures with the same formula, charge and spin: 4.2 kcal per mole
- E_HOMO: -8.6 eV
- Calculated total energy: -1671.36569 Ha

Charges obtained by Mulliken population analysis, quoted in units of e: -1.243, 0.641, -1.089, 0.844, -0.404, 0.698, -1.126, 0.613, -1.407, 0.459, -1.454, -0.662, -0.848, 0.413, 0.356, 0.285, 0.453, 0.428, 0.460, -0.898, 0.375, 0.487, -0.496, 0.034, -0.671, 0.036, 0.280, -1.140, 0.308, -0.223, -0.720, -0.327, -0.579, 0.504, -0.332, 0.437, 0.370, 0.395, 0.454, 0.465, 0.362, -0.004, 0.468, 0.583, 0.547, 0.332, 0.362, 0.382, -0.182, -0.905, 0.287, 0.321, 0.303, 0.376, 0.268, 0.325

=====

Entry from the OMol25 dataset: C12H18F3N2O3PtS as an isolated structure (ωB97M-V with the def2-TZVPD basis set).

Element x y z (Å)
Pt: 0.21772 0.44834 0.49886
N: 2.22296 0.62304 0.78646
C: 3.03496 -0.61665 0.76345
C: 2.64700 -1.64030 1.81456
C: 1.31469 -2.30720 1.49800
N: 0.21370 -1.32111 1.61630
H: 2.59478 1.23659 0.06412
H: 2.27789 1.16618 1.65271
H: 4.08471 -0.33395 0.85198
H: 2.89552 -1.07083 -0.21898
H: 2.63453 -1.19748 2.81584
H: 3.41758 -2.41146 1.83215
H: 1.12916 -3.13983 2.17818
H: 1.31804 -2.69298 0.47875
H: 0.28974 -0.89724 2.54062
H: -0.68620 -1.79417 1.58377
F: 0.56685 5.52345 1.44076
C: 0.32135 4.69287 0.43466
F: -0.95387 4.84406 0.06247
F: 1.10374 5.03639 -0.60109
C: 0.62626 3.22614 0.83267
O: 1.31332 2.99231 1.80753
O: 0.10243 2.39477 -0.00170
C: -4.31231 0.27868 -0.33104
S: -2.96467 -0.05329 0.78433
O: -1.77242 0.43908 -0.04922
C: -2.91127 -1.82902 0.69776
C: -2.34039 -2.45088 -0.40798
C: -2.27353 -3.83438 -0.42973
C: -2.77389 -4.57466 0.63745
C: -3.33798 -3.94064 1.73520
C: -3.40161 -2.55350 1.77618
H: -4.10916 -0.20996 -1.28178
H: -4.36534 1.35926 -0.44839
H: -5.22622 -0.10124 0.12396
H: -1.94896 -1.85536 -1.22384
H: -1.83718 -4.33853 -1.28153
H: -2.72221 -5.65478 0.61066
H: -3.72421 -4.52195 2.56110
H: -3.83103 -2.04468 2.63099

Properties
- Molecular weight: 522.43 g/mol
- Max |F|: 0.0156 Eh/bohr
- HOMO-LUMO gap: 0.35766 Ha
- Energy above the lowest of the compared OMol25 structures with the same formula, charge and spin: 8.8 kcal per mole
- Charge: +1
- E_HOMO: -12.7 eV
- Calculated total energy: -1620.21634 Ha

Charges obtained by Mulliken population analysis, quoted in units of e: 0.710, -0.561, -0.708, -0.570, -0.565, -0.433, 0.376, 0.414, 0.397, 0.359, 0.340, 0.333, 0.422, 0.348, 0.420, 0.099, -0.236, 0.786, -0.235, -0.255, 0.604, -0.614, -0.661, -1.070, 0.470, -0.456, -0.277, -0.006, -0.702, -0.434, -0.630, -0.033, 0.330, 0.430, 0.427, 0.461, 0.432, 0.435, 0.424, 0.429

=====

Entry from the OMol25 dataset: one molecule with the formula C5H7NO at a distorted geometry (ωB97M-V with the def2-TZVPD basis set).

Element x y z (Å)
C: -1.74315 0.23353 0.47911
C: -0.46897 -0.33485 -0.04374
C: -0.30895 -1.65278 -0.34824
O: 0.96508 -1.87313 -0.81091
C: 1.60026 -0.67719 -0.75475
C: 0.79377 0.28230 -0.20946
N: 1.09316 1.54520 0.30232
H: -2.51932 -0.53863 0.55734
H: -2.10843 0.97326 -0.24117
H: -1.63188 0.72768 1.44884
H: -0.58886 -2.15675 0.56240
H: 2.62042 -0.65927 -1.10892
H: 0.33269 2.20166 0.19432
H: 1.96416 1.92897 -0.02714

Properties
- Molecular weight: 97.12 g/mol
- Max |F|: 0.0413 Eh/bohr
- HOMO-LUMO gap: 0.32620 Ha
- Energy above the lowest of the compared OMol25 structures with the same formula, charge and spin: 46.8 kcal per mole
- E_HOMO: -8.0 eV
- Calculated total energy: -324.64984 Ha

Charges obtained by Mulliken population analysis, quoted in units of e: -1.257, 0.754, -0.738, -0.268, -0.593, 0.553, -0.530, 0.348, 0.306, 0.328, 0.217, 0.406, 0.239, 0.235

=====

Entry from the OMol25 dataset: C5H5NO as an isolated structure at a distorted geometry (ωB97M-V with the def2-TZVPD basis set).

Element x y z (Å)
O: 1.33065 -0.83356 -0.25803
C: 0.52339 0.61581 -1.21821
C: -0.66519 0.24286 -0.49606
C: 0.13854 -0.83913 0.55046
C: 0.00477 -1.41055 1.66278
C: -1.30530 1.28821 0.28613
N: -1.81331 2.11334 0.91924
H: 2.10200 -1.01361 0.32368
H: 1.08679 1.49326 -0.91479
H: 0.72930 0.22300 -2.20670
H: -1.39142 -0.33173 -1.07357
H: -0.74024 -1.54792 2.42507

Properties
- Molecular weight: 95.10 g/mol
- Max |F|: 0.0230 Eh/bohr
- HOMO-LUMO gap (alpha / beta): 0.25377 / 0.29496 Ha
- Energy above the lowest of the compared OMol25 structures with the same formula, charge and spin: 142.0 kcal per mole
- E_HOMO (alpha / beta): -7.8 / -8.4 eV
- Calculated total energy: -323.29338 Ha

Charges obtained by Mulliken population analysis, quoted in units of e: -0.417, -0.512, 0.352, -0.007, -0.537, 0.088, -0.397, 0.324, 0.298, 0.245, 0.293, 0.270

=====

Entry from the OMol25 dataset: a 2-piece molecular cluster, C6H12N4O2 overall at a distorted geometry (ωB97M-V with the def2-TZVPD basis set).

Element x y z (Å)
C: -1.07426 4.16685 1.92944
C: -0.88309 2.13685 0.84083
C: -0.23383 0.13333 -0.58253
C: 0.91143 -1.71802 -1.49989
C: 1.57337 -3.79894 -0.60236
C: -1.27256 -1.93560 -0.11579
H: -0.74182 3.73458 2.96183
H: -2.14180 4.26661 1.81679
H: -0.60262 5.12704 1.81302
H: -0.25696 1.77280 1.95497
H: -2.19510 1.65892 1.26988
H: 0.33356 2.16728 -0.85953
H: 1.48717 0.28450 -1.60515
H: -0.08699 -2.25360 -1.93286
H: 1.70993 -1.72228 -2.27184
H: 2.20542 -4.11005 0.31508
H: 0.65747 -4.54096 -0.38312
H: 2.09117 -4.00100 -1.48678
N: -0.34024 1.55554 -0.47464
N: 0.73177 -0.32419 -1.39714
N: -1.15965 -0.63772 -0.11463
N: -1.51245 -3.08311 0.05746
O: -0.54421 3.51959 0.66188
O: 1.34429 -2.39843 -0.29492

Properties
- Molecular weight: 172.19 g/mol
- Max |F|: 0.1116 Eh/bohr
- HOMO-LUMO gap: 0.35015 Ha
- Energy above the lowest of the compared OMol25 structures with the same formula, charge and spin: 114.1 kcal per mole
- E_HOMO: -9.0 eV
- Calculated total energy: -605.14100 Ha

Charges obtained by Mulliken population analysis, quoted in units of e: -0.701, -0.325, 0.561, -0.743, -0.714, 0.654, 0.297, 0.330, 0.254, 0.194, 0.245, 0.262, 0.270, 0.380, 0.429, 0.234, 0.249, 0.364, -0.180, -0.172, -0.573, -0.634, -0.356, -0.323

=====

- max |F| of number 3 (C5H7NO)?
  0.0413 Eh/bohr

=====

- Which of these has the highest molecular weight?
  C12H18F3N2O3PtS